The following is a quantum chemistry calculation of a 2-piece molecular cluster, C2H3N3O2 overall, from the OMol25 dataset.

Values from the calculation:
frontier orbital gap (alpha / beta): 8.39 / 8.39 eV
2S+1: 1
DFT total energy: -392.51497 Eh
total charge: 0
ΔE to the lowest compared entry with this formula, charge and spin: 731.4 kJ/mol
strongest force on any atom: 5.55 eV/A

```
10
Properties=species:S:1:pos:R:3:forces:R:3
C 0.92110 -0.23568 -1.30708 3.216 3.003 1.183
C -0.70491 -0.54773 0.43675 -1.166 1.764 2.307
N -1.68320 -0.63773 -0.23347 -0.050 -1.557 -1.170
N 1.67718 0.62165 -0.90503 -3.709 -3.689 -1.839
N -0.37723 0.06460 1.65975 0.885 -1.073 -0.516
O 2.24658 1.40852 -0.25213 1.254 1.178 0.898
O -2.41914 -0.97574 -1.16567 0.815 0.898 1.026
H 0.45564 -0.51820 -2.21034 -0.367 -0.394 -0.502
H 0.50498 -0.20677 2.11276 -0.754 0.106 -0.771
H -0.62099 1.02709 1.86444 -0.124 -0.236 -0.616
```
Forces are in eV/Å.